No. 1
A cluster of 12 separate species, C18H8Br2Cl46F3S in total in a non-equilibrium geometry. Source: the Open Molecules 2025 dataset; level of theory: the ωB97M-V functional and the def2-TZVPD basis.

As for the net charge: +1. The calculation puts the HOMO-LUMO gap at 8.8 eV. The HOMO energy comes out at -12.08 eV. Its relative energy (zero: lowest compared OMol25 entry of this formula, charge and spin) is 0.000 eV. The spin multiplicity is 1.

Cartesian coordinates (Å):
C (0.8840, 2.8602, 0.8335)
C (-0.1335, 3.4701, -0.0672)
Cl (-0.0901, 3.0472, -1.7352)
C (-1.0444, 4.2984, 0.3481)
Cl (-1.1672, 4.7992, 1.9919)
S (-2.2533, 5.0468, -0.7272)
C (-3.8469, 5.0273, 0.1892)
C (-4.8595, 4.1394, -0.5872)
C (-4.7285, 2.6791, -0.2379)
F (-3.4327, 2.2823, -0.3342)
Br (-5.7503, 1.6813, -1.5667)
C (-5.2183, 2.2848, 1.2147)
F (-5.8772, 1.1391, 1.1729)
F (-4.1829, 2.0554, 1.9839)
Br (-6.4179, 3.5602, 2.0319)
H (1.1042, 1.8828, 0.4109)
H (1.7771, 3.4749, 0.8872)
H (0.4905, 2.6735, 1.8313)
H (-2.3699, 4.1758, -1.7610)
H (-4.2051, 6.0481, 0.1358)
H (-3.6895, 4.6949, 1.2100)
H (-4.5858, 4.2227, -1.6403)
H (-5.8684, 4.5223, -0.5302)
C (1.4642, -0.4066, 3.6829)
Cl (3.0354, -1.1300, 4.0392)
Cl (1.6424, 1.3572, 3.5604)
Cl (0.8672, -1.0417, 2.1415)
Cl (0.3105, -0.7837, 4.9574)
C (3.0506, -1.8176, 8.1019)
Cl (2.6624, -0.1411, 7.6929)
Cl (4.7852, -2.0806, 7.9072)
Cl (2.5823, -2.1376, 9.7742)
Cl (2.1679, -2.9170, 7.0255)
C (2.7331, -5.2973, 3.0973)
Cl (2.8279, -4.3802, 4.6199)
Cl (3.1827, -4.2406, 1.7532)
Cl (3.8435, -6.6655, 3.1542)
Cl (1.0651, -5.8763, 2.8630)
C (-7.1875, 0.0415, -5.4706)
Cl (-6.9931, -0.0290, -3.7073)
Cl (-5.6205, 0.3767, -6.2160)
Cl (-7.8016, -1.5045, -6.0498)
Cl (-8.3258, 1.3269, -5.8812)
C (2.0258, 2.9650, -5.3310)
Cl (2.7425, 1.4332, -5.8286)
Cl (2.7923, 3.5168, -3.8337)
Cl (2.2642, 4.1722, -6.5911)
Cl (0.2844, 2.7378, -5.0602)
C (1.3218, 5.3538, -10.3364)
Cl (2.1428, 6.3989, -9.1679)
Cl (-0.0912, 4.6092, -9.5732)
Cl (0.8042, 6.3167, -11.7219)
Cl (2.4340, 4.0917, -10.8736)
C (4.9382, -6.4272, 7.9645)
Cl (4.5302, -6.3410, 6.2423)
Cl (6.6346, -5.9822, 8.1884)
Cl (3.9132, -5.3201, 8.8820)
Cl (4.6777, -8.0769, 8.5456)
C (1.6403, -10.2476, 1.5627)
Cl (1.4247, -8.5068, 1.8154)
Cl (0.0665, -11.0045, 1.2912)
Cl (2.6766, -10.5163, 0.1555)
Cl (2.3962, -10.9511, 2.9961)
C (0.1054, -4.5311, -1.2371)
Cl (-0.8920, -5.1553, -2.5551)
Cl (1.5548, -3.7655, -1.9029)
Cl (-0.8279, -3.3356, -0.3214)
Cl (0.5812, -5.8511, -0.1699)
C (-2.3249, -3.8462, 4.0708)
Cl (-2.5694, -5.5925, 3.9452)
Cl (-3.5481, -3.1530, 5.1419)
Cl (-0.7169, -3.5131, 4.7139)
Cl (-2.4634, -3.1090, 2.4683)
C (5.3051, 8.1948, -7.1812)
Cl (4.9228, 8.1626, -8.9053)
Cl (7.0096, 8.5958, -6.9584)
Cl (4.3017, 9.4100, -6.3791)
Cl (4.9749, 6.6040, -6.4791)

Results of the Löwdin charge analysis, in e, for atoms 1 through 4:
1 C -0.13
2 C -0.77
3 Cl 0.75
4 C -0.95

No. 2
A cluster of 13 separate species, C26H78O13 in total in a non-equilibrium geometry. Source: the Open Molecules 2025 dataset; level of theory: the ωB97M-V functional and the def2-TZVPD basis.

The calculation puts the HOMO-LUMO gap at 10.0 eV. The HOMO energy comes out at -9.70 eV. Its relative energy (zero: lowest compared OMol25 entry of this formula, charge and spin) is 4.039 eV. The spin multiplicity is 1.

Cartesian coordinates (Å):
C (2.5021, 2.5790, -1.8310)
C (2.3794, 1.9952, -3.2266)
O (3.4142, 1.0216, -3.4456)
H (2.4884, 1.7947, -1.0715)
H (1.7007, 3.2766, -1.5873)
H (3.4890, 3.0329, -1.7130)
H (2.4366, 2.7618, -4.0027)
H (1.4440, 1.4594, -3.3946)
H (4.1234, 1.4585, -3.9236)
C (-0.6288, -0.4834, -4.4204)
C (0.2773, -1.1956, -5.4036)
O (0.2377, -2.5883, -5.0897)
H (-0.5985, -0.8858, -3.4069)
H (-1.6825, -0.5328, -4.7014)
H (-0.3642, 0.5752, -4.3409)
H (1.2857, -0.7986, -5.2819)
H (-0.0727, -0.9884, -6.4142)
H (1.0421, -2.8125, -4.6066)
C (4.6631, -1.7872, 2.3574)
C (3.8282, -0.5129, 2.3063)
O (2.4778, -0.9537, 2.1493)
H (5.7356, -1.5700, 2.3435)
H (4.5295, -2.4895, 1.5303)
H (4.5279, -2.4501, 3.2151)
H (4.1803, 0.1024, 1.4810)
H (3.8977, 0.0186, 3.2578)
H (1.9674, -0.2614, 1.7004)
C (-0.5213, -3.8603, -1.7464)
C (-1.6725, -4.3252, -2.6185)
O (-1.9799, -3.4171, -3.6843)
H (0.3831, -3.8393, -2.3599)
H (-0.3598, -4.5028, -0.8799)
H (-0.6045, -2.8506, -1.3380)
H (-2.5975, -4.4134, -2.0491)
H (-1.4156, -5.2463, -3.1482)
H (-1.1460, -3.3382, -4.1862)
C (2.1658, -4.7715, 3.0504)
C (2.0383, -4.6340, 1.5217)
O (1.1813, -3.5770, 1.2040)
H (2.9694, -5.4531, 3.3585)
H (1.2710, -5.1085, 3.5667)
H (2.6247, -3.8626, 3.4532)
H (1.5505, -5.5752, 1.2557)
H (3.0377, -4.6602, 1.0796)
H (1.5983, -2.7465, 1.4749)
C (-5.6968, -1.0301, 3.0985)
C (-4.7348, -0.3397, 2.1225)
O (-4.5871, 1.0163, 2.4668)
H (-5.3526, -2.0313, 3.3684)
H (-6.7022, -0.9552, 2.6791)
H (-5.8559, -0.6097, 4.0956)
H (-5.2000, -0.3591, 1.1294)
H (-3.7872, -0.8680, 2.0169)
H (-5.3227, 1.5172, 2.1103)
C (-4.5968, 0.3936, -1.6100)
C (-3.3224, -0.0905, -2.2791)
O (-3.7170, -1.0306, -3.2629)
H (-4.3388, 0.9439, -0.6988)
H (-5.1550, -0.4447, -1.1850)
H (-5.3398, 0.9648, -2.1658)
H (-2.7066, -0.6048, -1.5362)
H (-2.7298, 0.6826, -2.7787)
H (-3.0273, -1.7003, -3.3533)
C (-0.9244, -1.4134, 4.0101)
C (-0.8658, -2.2596, 5.2699)
O (-1.7866, -1.8329, 6.3135)
H (-1.9733, -1.2869, 3.7292)
H (-0.3374, -1.8922, 3.2284)
H (-0.6263, -0.3817, 4.2136)
H (0.1170, -2.3698, 5.7192)
H (-1.3134, -3.2073, 4.9528)
H (-2.6200, -2.1772, 5.9815)
C (3.6693, -1.1941, -0.9158)
C (2.5373, -1.9860, -1.6004)
O (2.3731, -1.4778, -2.9088)
H (4.3803, -1.7886, -0.3446)
H (3.3954, -0.3134, -0.3260)
H (4.2095, -0.6404, -1.6875)
H (1.6437, -2.0716, -0.9773)
H (2.8613, -3.0284, -1.6930)
H (2.8516, -0.6574, -3.0972)
C (-4.2463, 3.9025, -0.0782)
C (-3.0703, 4.3171, -0.9616)
O (-2.4748, 3.1537, -1.5652)
H (-4.8959, 3.1689, -0.5545)
H (-4.7532, 4.7659, 0.3526)
H (-3.8788, 3.3301, 0.7805)
H (-2.4051, 4.9195, -0.3421)
H (-3.3142, 4.9430, -1.8236)
H (-2.9638, 3.0243, -2.3807)
C (3.4327, 3.1593, 1.0620)
C (3.5933, 4.3939, 1.9719)
O (4.6984, 5.1055, 1.4123)
H (3.2070, 3.3461, 0.0102)
H (2.6443, 2.5647, 1.5415)
H (4.2865, 2.4865, 1.0171)
H (3.9981, 4.0035, 2.9097)
H (2.6924, 4.9557, 2.2251)
H (4.4577, 5.3211, 0.5059)
C (-1.2604, 0.3112, 0.6642)
C (-0.1247, -0.1321, -0.2363)
O (1.0151, 0.6570, 0.1031)
H (-2.1244, -0.3173, 0.4300)
H (-1.6306, 1.3149, 0.4375)
H (-0.9137, 0.3894, 1.6929)
H (-0.2926, 0.0685, -1.3018)
H (0.1233, -1.1915, -0.1613)
H (0.8967, 1.6143, -0.0513)
C (-0.1059, 4.2083, 1.7821)
C (0.3465, 4.3956, 0.3241)
O (0.2106, 3.2223, -0.4316)
H (-1.1375, 3.8430, 1.7575)
H (-0.0779, 5.0946, 2.4142)
H (0.4697, 3.4074, 2.2520)
H (1.3687, 4.7718, 0.3626)
H (-0.2579, 5.2529, 0.0086)
H (-0.7355, 3.1686, -0.6494)

Results of the Löwdin charge analysis, in e, for atoms 1 through 4:
1 C -0.09
2 C -0.24
3 O -0.10
4 H 0.05

No. 3
A cluster of 2 separate species, C5H14O in total in a non-equilibrium geometry. Source: the Open Molecules 2025 dataset; level of theory: the ωB97M-V functional and the def2-TZVPD basis.

The calculation puts the HOMO-LUMO gap at 11.3 eV. The HOMO energy comes out at -10.67 eV. Its structure (SMILES) is CC(C)(C)C.O. Its relative energy (zero: lowest compared OMol25 entry of this formula, charge and spin) is 0.161 eV. The spin multiplicity is 1.

Cartesian coordinates (Å):
C (0.0000, 0.0000, 0.0000)
C (0.0294, -0.9322, 1.1856)
C (1.4584, -1.0353, 1.7956)
C (-0.8908, -0.3719, 2.2860)
C (-0.3219, -2.3724, 0.7943)
H (-0.9873, 0.2546, -0.4206)
H (0.5754, -0.5519, -0.7622)
H (0.5344, 0.9359, 0.2348)
H (2.2074, -1.4508, 1.1007)
H (1.4185, -1.6748, 2.6934)
H (1.7810, -0.0247, 2.0975)
H (-1.9728, -0.4140, 2.0764)
H (-0.6116, 0.6764, 2.4853)
H (-0.6841, -0.9690, 3.1902)
H (-1.3166, -2.3274, 0.3198)
H (-0.3752, -3.0550, 1.6591)
H (0.3972, -2.7832, 0.0657)
O (2.8784, -2.2507, -1.4036)
H (3.4850, -2.6750, -0.7553)
H (3.3871, -2.2348, -2.2457)

Results of the natural (NBO) charge analysis, in e, for atoms 1 through 4:
1 C -0.62
2 C -0.05
3 C -0.60
4 C -0.60